(1)
# C43H43BeN5O5

A structure of composition C43H43BeN5O5 (ωB97M-V/def2-TZVPD, the Open Molecules 2025 dataset).

Each line ends with the Mulliken charge.
Positions of all 97 atoms, in Å:
Be: 0.7458 -0.3501 -0.1408  -2.010
C: 3.8077 -2.4532 -1.9059  -0.640
O: 4.1890 -1.0911 -1.5123  -0.522
C: 3.1186 -0.5861 -0.9450  0.192
N: 2.0320 -1.2508 -0.9527  1.261
C: 2.2762 -2.5049 -1.6965  -0.232
C: 1.7923 -3.7298 -0.9651  0.161
C: 0.9934 -4.6610 -1.6157  -0.346
C: 0.5576 -5.7979 -0.9475  -0.823
C: 0.9178 -6.0051 0.3762  -0.527
C: 1.7223 -5.0781 1.0286  -0.803
C: 2.1590 -3.9447 0.3600  -0.066
C: 3.1136 0.7490 -0.3271  -0.366
C: 4.1883 1.6071 -0.3124  -0.363
C: 3.9893 2.8737 0.2219  -1.129
C: 2.7342 3.2151 0.6884  -0.786
C: 1.7103 2.2728 0.6530  0.366
N: 1.8985 1.0441 0.1694  0.826
C: 0.3742 2.6156 1.1899  0.086
N: -0.4201 1.7857 1.7075  0.253
C: -1.5921 2.5594 2.1578  -0.034
C: -1.2979 3.9989 1.6679  -0.684
O: 0.0506 3.9180 1.1308  -0.413
C: -2.8973 1.9783 1.6653  0.009
C: -2.9438 0.7681 0.9855  0.628
C: -4.1641 0.2430 0.5736  -0.897
C: -5.3418 0.9268 0.8320  -0.852
C: -5.2987 2.1383 1.5118  -0.769
C: -4.0843 2.6573 1.9309  -0.587
H: 4.3426 -3.1370 -1.2499  0.410
H: 4.1195 -2.6014 -2.9348  0.343
H: 1.7472 -2.4243 -2.6490  0.714
H: 0.7083 -4.4993 -2.6492  0.465
H: -0.0541 -6.5256 -1.4637  0.463
H: 0.5867 -6.8949 0.8945  0.466
H: 2.0255 -5.2523 2.0535  0.493
H: 2.7903 -3.2270 0.8741  0.308
H: 5.1404 1.2932 -0.7163  0.702
H: 4.8009 3.5880 0.2567  0.505
H: 2.5276 4.1951 1.0932  0.735
H: -1.6013 2.5341 3.2515  0.511
H: -1.2943 4.7423 2.4605  0.309
H: -1.9646 4.3145 0.8668  0.396
H: -2.0230 0.2347 0.7901  0.309
H: -4.1894 -0.7065 0.0523  0.480
H: -6.2922 0.5171 0.5171  0.468
H: -6.2146 2.6723 1.7270  0.426
H: -4.0648 3.5934 2.4789  0.493
O: 0.2622 -1.2251 1.1118  0.067
C: 0.3200 -1.9188 2.1371  -0.004
C: -0.8098 -2.8096 2.5438  -0.597
C: -1.2234 -2.3959 3.9791  -0.996
C: -1.0518 -0.8915 4.2869  0.429
C: 0.3445 -0.4304 4.7547  -1.006
C: 1.4269 -0.4729 3.6732  0.280
N: 1.3486 -1.7976 3.0100  0.028
H: -0.5041 -3.8581 2.5045  0.350
H: -1.6228 -2.6703 1.8326  0.246
H: -0.6704 -2.9854 4.7151  0.324
H: -2.2711 -2.6660 4.1054  0.511
H: -1.7570 -0.6355 5.0783  0.424
H: -1.3477 -0.3109 3.4100  -0.554
H: 0.6628 -1.0524 5.5975  0.324
H: 0.2750 0.5901 5.1375  0.484
H: 2.4241 -0.3371 4.0869  0.449
H: 1.2529 0.2866 2.9135  -0.617
H: 1.3128 -2.5247 3.7158  0.534
C: 1.0495 5.5149 -2.5337  -0.994
O: 0.3298 4.2823 -2.4290  -0.531
C: 0.9364 3.1592 -2.8864  0.823
C: 2.2927 3.0401 -3.1571  -0.397
C: 2.7885 1.8400 -3.6509  -0.995
C: 1.9418 0.7646 -3.8816  -0.886
C: 0.5888 0.8782 -3.6047  -0.036
C: 0.0937 2.0623 -3.0875  -0.144
N: -1.2901 2.3080 -2.8631  0.223
C: -2.3072 1.5035 -2.6983  -0.884
C: -2.3592 0.1159 -2.4016  1.171
C: -3.5277 -0.5707 -2.8166  -0.784
C: -3.6902 -1.9062 -2.5780  -1.254
C: -2.6932 -2.5868 -1.8597  -0.969
C: -1.5823 -1.9347 -1.3811  -0.619
C: -1.3858 -0.5583 -1.6183  0.873
O: -0.3735 0.0979 -1.1306  0.508
H: 1.4461 5.6438 -3.5411  0.433
H: 1.8615 5.5516 -1.8067  0.315
H: 0.3347 6.3010 -2.3141  0.284
H: 2.9535 3.8832 -3.0162  0.588
H: 3.8421 1.7607 -3.8862  0.451
H: 2.3276 -0.1508 -4.3105  0.501
H: -0.0814 0.0541 -3.8049  0.670
H: -1.5125 3.2947 -2.9501  0.313
H: -3.2640 2.0006 -2.8291  0.510
H: -4.2875 -0.0196 -3.3581  0.496
H: -4.5699 -2.4266 -2.9275  0.408
H: -2.8118 -3.6444 -1.6571  0.517
H: -0.8437 -2.4674 -0.7968  0.803

Cartesian forces, eV/Å:
0.1 -0.1 -0.2
0.0 0.0 0.0
0.0 0.0 0.0
0.0 0.1 0.0
0.0 -0.1 0.1
0.0 0.1 0.0
0.0 0.0 0.0
0.0 0.0 0.0
0.0 0.0 0.0
0.0 0.0 0.0
0.0 0.0 0.0
0.0 0.0 0.0
-0.1 -0.1 0.0
0.0 0.0 0.0
0.0 0.0 0.0
0.0 0.0 0.0
0.0 0.0 0.0
0.1 0.1 -0.2
0.1 0.0 -0.1
0.0 0.0 0.0
0.0 -0.1 0.0
0.0 0.0 0.0
0.0 0.0 0.0
0.0 0.0 0.0
0.0 0.0 0.0
0.0 0.0 0.0
0.0 0.0 0.0
0.0 0.0 0.0
0.0 0.0 0.0
0.0 0.0 0.0
0.0 0.0 0.0
0.0 0.0 0.0
0.0 0.0 0.0
0.0 0.0 0.0
0.0 0.0 0.0
0.0 0.0 0.0
0.0 0.0 0.0
0.0 0.0 0.0
0.0 0.0 0.0
0.0 0.0 0.0
0.0 0.0 0.0
0.0 0.0 0.0
0.0 0.0 0.0
0.0 0.0 0.0
0.0 0.0 0.0
0.0 0.0 0.0
0.0 0.0 0.0
0.0 0.0 0.0
-0.3 0.1 0.2
0.2 -0.2 -0.1
0.0 0.0 0.0
0.0 0.0 0.0
0.1 0.0 0.1
0.0 0.0 0.0
0.0 0.0 0.0
0.1 0.0 0.0
0.0 0.0 0.0
0.0 0.0 0.0
0.0 0.0 0.0
0.0 0.0 0.0
0.0 0.0 0.0
-0.1 0.1 -0.1
0.0 0.0 0.0
0.0 0.0 0.0
0.0 0.0 0.0
0.0 0.0 0.0
0.0 0.0 0.0
0.0 0.0 0.0
0.0 0.0 -0.1
0.0 0.1 0.1
0.0 0.0 0.0
0.0 0.0 0.0
0.0 0.0 0.0
0.0 0.0 0.1
-0.1 0.0 0.0
0.1 -0.1 0.0
0.0 0.0 0.0
0.0 0.0 0.0
0.0 0.0 0.0
0.0 0.0 0.0
0.0 0.0 0.0
0.0 0.0 0.0
0.1 -0.2 -0.1
0.0 0.1 0.2
0.0 0.0 0.0
0.0 0.0 0.0
0.0 0.0 0.0
0.0 0.0 0.0
0.0 0.0 0.0
0.0 0.0 0.0
0.0 0.0 0.0
0.0 0.0 0.0
0.0 0.0 0.0
0.0 0.0 0.0
0.0 0.0 0.0
0.0 0.0 0.0
0.0 0.0 0.0

ΔE to the lowest compared entry with this formula, charge and spin = 14.90 kJ/mol
HOMO-LUMO gap = 7.53 eV
energy = -63370.914 eV
LUMO = -5.74 eV
molecular weight = 718.86 g/mol
E_HOMO = -0.4877 hartree
total charge = +2

---

(2)
# C43H43I2N7OSbTi

A structure of composition C43H43I2N7OSbTi (ωB97M-V/def2-TZVPD, the Open Molecules 2025 dataset).

Each line ends with the Löwdin spin population.
Positions of all 98 atoms, in Å:
Ti: 0.6509 -0.4426 -0.3668  0.989
I: -1.2929 -4.0748 -7.1117  0.000
C: -0.7094 -2.9359 -5.4667  0.000
C: 0.5458 -2.3452 -5.4463  0.000
C: 0.9104 -1.5848 -4.3494  0.000
I: 2.7830 -0.6935 -4.3082  0.000
C: 0.0507 -1.3846 -3.2555  0.001
O: 0.3845 -0.6186 -2.2703  0.005
C: -1.2075 -2.0206 -3.2866  0.001
C: -2.2268 -1.9911 -2.1494  0.000
N: -1.8956 -1.2943 -0.9042  0.004
C: -1.9191 -2.1667 0.2590  0.001
C: -0.7918 -3.1617 0.0674  0.004
C: -0.9816 -4.5300 0.1537  0.000
C: 0.0354 -5.3767 -0.2719  0.002
C: 1.1918 -4.8401 -0.8118  0.000
C: 1.3193 -3.4575 -0.8358  0.006
N: 0.3731 -2.6445 -0.3626  0.008
C: -1.5707 -2.7763 -4.3933  0.000
H: 1.2320 -2.4695 -6.2719  0.000
H: -2.4315 -3.0386 -1.9051  0.000
H: -3.1676 -1.5960 -2.5501  0.000
H: -2.4142 -0.4368 -0.7792  0.001
H: -2.8569 -2.7296 0.3907  0.000
H: -1.7541 -1.5536 1.1475  0.000
H: -1.9273 -4.9129 0.5124  0.000
H: -0.0920 -6.4501 -0.2075  0.000
H: 1.9899 -5.4542 -1.2015  0.000
H: 2.2064 -2.9833 -1.2392  0.001
H: -2.5437 -3.2558 -4.4066  0.000
C: 5.2474 -3.7126 0.4795  0.000
C: 5.4455 -2.7844 -0.5399  0.000
C: 4.6107 -1.6880 -0.6615  -0.001
C: 3.5492 -1.4943 0.2298  0.003
C: 3.3724 -2.4160 1.2600  0.000
C: 4.2108 -3.5178 1.3787  0.000
N: 2.6410 -0.4386 0.0525  0.011
C: 3.1436 0.8458 0.2714  0.036
C: 4.3538 1.1235 0.9065  -0.001
C: 4.7821 2.4307 1.1103  0.047
C: 4.0034 3.4939 0.6825  -0.003
C: 2.7804 3.2422 0.0702  0.044
C: 2.3333 1.9404 -0.1071  0.004
N: 1.0684 1.6303 -0.6826  0.301
N: 0.5661 2.6909 -1.2917  0.258
C: -0.5701 2.5962 -2.0418  0.031
C: -0.8186 3.7344 -2.8536  0.050
C: -1.8705 3.7305 -3.7282  0.013
C: -2.6976 2.6023 -3.7912  0.080
C: -2.4208 1.5700 -2.9173  -0.002
N: -1.4188 1.5561 -2.0407  0.088
H: 5.9000 -4.5716 0.5710  0.000
H: 6.2513 -2.9228 -1.2505  0.000
H: 4.7476 -0.9700 -1.4607  0.000
H: 2.5637 -2.2552 1.9626  0.000
H: 4.0510 -4.2233 2.1854  0.000
H: 4.9706 0.3012 1.2466  -0.001
H: 5.7280 2.6070 1.6073  0.003
H: 4.3335 4.5149 0.8281  -0.002
H: 2.1474 4.0491 -0.2685  0.004
H: -0.1367 4.5698 -2.7761  0.001
H: -2.0508 4.5856 -4.3685  -0.001
H: -3.5250 2.5304 -4.4833  0.006
H: -3.0614 0.6911 -2.9171  -0.002
C: -5.1102 1.7910 -0.4860  0.000
C: -4.5940 1.5630 0.9271  0.000
Sb: -2.4522 1.8001 1.2051  0.003
C: -2.5524 3.9464 1.1269  0.001
C: -1.1889 4.6201 1.2486  0.003
C: -2.6957 1.6017 3.3511  0.001
C: -2.0226 2.6791 4.1942  0.000
H: -6.1963 1.6784 -0.5489  0.000
H: -4.6709 1.0866 -1.1925  0.000
H: -4.8645 2.7902 -0.8510  0.000
H: -4.8493 0.5570 1.2719  0.000
H: -5.0541 2.2624 1.6302  0.000
H: -3.2454 4.2714 1.9068  0.000
H: -3.0076 4.1882 0.1632  0.000
H: -0.7425 4.4469 2.2292  0.000
H: -1.2617 5.7020 1.1093  0.000
H: -0.4921 4.2352 0.5014  0.002
H: -2.3052 0.6161 3.6162  0.000
H: -3.7711 1.5951 3.5456  0.000
H: -0.9595 2.7611 3.9746  0.000
H: -2.1121 2.4658 5.2628  0.000
H: -2.4699 3.6597 4.0194  0.000
N: 1.3800 -0.0996 7.2430  0.000
C: 1.1566 -0.1507 6.1153  0.000
C: 0.8699 -0.2198 4.7058  0.001
C: 0.4182 -1.4073 4.1398  0.000
C: 0.1728 -1.4594 2.7743  0.000
C: 0.3273 -0.3667 1.9037  -0.007
C: 0.7456 0.8168 2.5423  0.002
C: 1.0368 0.9001 3.8931  0.000
H: 0.2743 -2.2812 4.7637  0.000
H: -0.1398 -2.4298 2.3924  0.000
H: 0.8632 1.7277 1.9608  0.001
H: 1.3919 1.8306 4.3190  0.000

Cartesian forces, eV/Å:
-0.4 0.5 -0.2
0.0 -0.1 -0.1
0.1 0.1 0.1
-0.1 0.0 0.0
-0.1 -0.2 -0.3
0.1 0.1 0.1
-0.5 0.2 0.3
0.9 -0.1 -0.2
-0.1 -0.2 -0.1
0.0 0.2 -0.1
0.2 -0.2 0.2
0.0 0.0 0.0
0.1 0.0 -0.2
0.2 0.1 0.0
0.0 -0.1 0.0
-0.1 0.2 0.1
-0.1 -0.2 0.2
-0.1 -0.4 0.0
0.1 0.0 0.0
0.0 0.0 0.0
-0.1 0.0 0.0
0.0 0.0 0.0
0.1 0.1 0.0
0.0 0.0 0.0
0.0 0.0 0.0
0.0 0.0 0.0
0.0 0.0 0.0
0.0 -0.1 0.0
0.0 0.0 0.0
0.0 0.0 0.0
0.0 0.0 0.0
0.0 -0.1 0.0
-0.1 0.0 0.0
-0.1 -0.1 0.0
0.0 0.0 0.0
0.0 0.0 0.0
0.0 0.6 -0.1
-0.2 -0.1 0.0
0.2 0.0 0.0
0.0 -0.1 0.0
-0.1 0.0 0.0
0.2 0.1 0.2
-0.4 -0.1 -0.3
0.4 0.4 0.1
-0.2 -0.2 -0.1
0.2 0.2 0.3
0.0 0.0 0.0
0.0 0.0 0.0
0.0 0.0 0.0
0.0 0.0 0.0
0.0 -0.2 0.0
0.0 0.0 0.0
0.0 0.0 0.0
0.0 0.0 0.0
0.0 0.0 0.0
0.0 0.0 0.0
0.0 0.0 0.0
0.0 0.0 0.0
0.0 0.0 0.0
0.0 0.0 0.0
0.0 0.0 0.0
0.0 0.0 0.0
0.0 0.0 0.0
0.0 0.0 0.0
0.0 0.0 -0.1
-0.1 0.0 0.0
-0.1 -0.2 0.1
0.0 0.1 -0.1
0.0 0.0 0.0
0.0 0.0 0.1
0.0 0.1 0.0
0.0 0.0 0.0
0.0 0.0 0.0
0.0 0.0 0.0
0.0 0.0 0.0
-0.1 0.0 0.0
0.0 0.1 0.0
0.0 0.0 0.0
0.0 0.0 0.0
0.0 0.0 0.0
0.0 0.0 0.0
0.0 0.0 0.0
0.0 0.0 0.0
0.0 0.0 0.0
0.0 0.0 0.0
0.0 0.0 0.0
0.0 0.0 0.0
0.0 0.0 -0.1
0.1 0.0 0.2
0.0 0.0 -0.1
0.0 -0.1 0.0
0.1 -0.2 0.0
-0.1 0.1 -0.1
0.0 0.0 0.0
0.0 0.0 0.0
0.0 0.0 0.0
0.1 0.0 0.0
0.0 0.0 0.0

multiplicity = 3
ΔE to the lowest compared entry with this formula, charge and spin = 164.21 kJ/mol
HOMO-LUMO gap (alpha / beta) = 5.39 / 6.41 eV
energy = -103623.643 eV
expectation value of S² = 2.025
LUMO (alpha / beta) = 1.96 / 1.96 eV
molecular weight = 1097.30 g/mol
E_HOMO (alpha / beta) = -0.1262 / -0.1635 hartree
total charge = -1

---

(3)
# C43H43I2N8O11S

A structure of composition C43H43I2N8O11S in a non-equilibrium geometry (ωB97M-V/def2-TZVPD, the Open Molecules 2025 dataset).

Each line ends with the Mulliken charge.
Positions of all 108 atoms, in Å:
C: 0.9232 1.7351 3.8504  -1.389
C: -0.4571 1.8003 3.1511  -0.530
N: -1.0689 3.1404 3.2691  0.525
C: -2.3141 3.2515 2.4772  -1.249
C: -3.4222 2.2354 2.8536  -0.822
C: -4.5755 2.8098 3.6515  0.434
C: -5.7809 3.0862 3.0564  0.790
C: -5.9796 2.8612 1.5649  -1.715
C: -6.0710 1.3466 1.2735  0.079
N: -6.8756 0.5589 1.8460  -0.612
C: -6.8338 3.5766 3.8247  0.084
I: -8.7449 3.9890 3.0623  0.228
C: -6.6531 3.7959 5.1835  -0.111
C: -5.4513 3.5174 5.7347  -0.375
I: -5.2563 3.8295 7.8216  0.258
N: -4.4255 3.0398 4.9860  0.019
S: -2.9159 2.7401 5.8002  -0.147
C: -0.1565 4.0807 2.6125  0.600
C: 0.0233 5.5042 3.1333  -1.388
O: 0.4495 3.7726 1.6047  -0.519
H: 0.8617 2.3056 4.7812  0.318
H: 1.0708 0.6871 4.1296  0.474
H: 1.7132 2.0693 3.1811  0.249
H: -1.0526 1.0204 3.6442  0.614
H: -0.3771 1.4708 2.1025  0.312
H: -2.0519 3.2365 1.4087  0.584
H: -2.7202 4.2563 2.6766  0.543
H: -3.8531 1.8835 1.9158  -0.117
H: -3.0666 1.3415 3.3702  0.654
H: -6.8792 3.3574 1.1969  0.557
H: -5.1459 3.3294 1.0287  0.278
H: -5.3500 0.9589 0.5450  0.443
H: -7.4553 1.1061 2.4926  0.294
H: -7.4765 4.1498 5.7893  0.348
H: -2.6988 1.4156 5.6107  0.235
H: 1.0161 5.8885 2.9144  0.163
H: -0.2705 5.5981 4.1806  0.353
H: -0.6761 6.1145 2.5397  0.397
C: 1.8936 1.4277 -1.2407  -0.865
C: 2.3728 1.0996 -2.5017  -0.308
C: 2.3783 2.0497 -3.5108  -0.625
C: 1.9050 3.3221 -3.2386  0.120
C: 1.4181 3.6604 -1.9879  -0.767
C: 1.4120 2.7053 -0.9820  -0.031
N: 1.9302 4.3402 -4.2985  1.059
O: 2.3438 4.0086 -5.3903  -0.614
O: 1.5372 5.4559 -4.0188  -0.620
H: 1.8961 0.6825 -0.4543  0.469
H: 2.7436 0.1035 -2.6957  0.469
H: 2.7513 1.7922 -4.4919  0.517
H: 1.0466 4.6553 -1.7868  0.505
H: 1.0350 2.9586 0.0042  0.862
C: 0.6394 -2.1177 -7.8343  -0.454
C: 0.3622 -1.1131 -6.9137  -0.592
C: 0.6363 -1.3089 -5.5706  -0.276
C: 1.1930 -2.5121 -5.1695  0.097
C: 1.4682 -3.5206 -6.0719  -0.209
C: 1.1868 -3.3223 -7.4127  -0.616
N: 1.5076 -2.7274 -3.7569  1.103
O: 1.2349 -1.8421 -2.9660  -0.608
O: 2.0230 -3.7838 -3.4454  -0.617
H: 0.4272 -1.9603 -8.8839  0.391
H: -0.0663 -0.1769 -7.2452  0.400
H: 0.4187 -0.5278 -4.8556  0.511
H: 1.8963 -4.4571 -5.7462  0.463
H: 1.3965 -4.1045 -8.1291  0.405
C: 6.4785 6.2412 1.1929  -0.424
C: 5.0917 6.2548 1.1206  -0.643
C: 4.3410 5.6060 2.0870  0.157
C: 4.9919 4.9526 3.1197  0.060
C: 6.3731 4.9243 3.2004  -0.465
C: 7.1179 5.5734 2.2290  -0.474
N: 4.2004 4.2826 4.1591  1.033
O: 2.9857 4.3086 4.0546  -0.589
O: 4.7958 3.7423 5.0650  -0.602
H: 7.0628 6.7534 0.4395  0.393
H: 4.5960 6.7739 0.3114  0.412
H: 3.2625 5.6173 2.0270  0.254
H: 6.8734 4.4079 4.0068  0.473
H: 8.1980 5.5618 2.2812  0.381
C: 1.7060 -4.5001 -0.5494  -0.387
C: 0.3207 -4.4605 -0.6298  -0.230
C: -0.4503 -5.0655 0.3494  -0.437
C: 0.1801 -5.7021 1.4054  -0.129
C: 1.5601 -5.7562 1.4968  -0.344
C: 2.3250 -5.1508 0.5107  -0.675
N: -0.6357 -6.3226 2.4574  1.027
O: -1.8452 -6.2735 2.3369  -0.615
O: -0.0575 -6.8450 3.3879  -0.611
H: 2.2993 -4.0229 -1.3110  0.564
H: -0.1579 -3.9531 -1.4577  0.482
H: -1.5287 -5.0328 0.2837  0.471
H: 2.0437 -6.2593 2.3218  0.482
H: 3.4046 -5.1838 0.5701  0.400
C: -0.4725 -9.5321 -2.1456  -0.526
C: -0.0116 -9.9245 -3.3956  -0.419
C: -0.0102 -9.0244 -4.4491  -0.406
C: -0.4691 -7.7370 -4.2338  0.112
C: -0.9380 -7.3337 -2.9953  -0.263
C: -0.9389 -8.2392 -1.9470  -0.408
N: -0.4464 -6.7709 -5.3402  1.067
O: -0.0439 -7.1527 -6.4204  -0.617
O: -0.8254 -5.6398 -5.1075  -0.607
H: -0.4672 -10.2360 -1.3232  0.396
H: 0.3499 -10.9324 -3.5481  0.382
H: 0.3492 -9.3323 -5.4204  0.457
H: -1.2982 -6.3275 -2.8375  0.418
H: -1.3000 -7.9362 -0.9728  0.425

Cartesian forces, eV/Å:
-1.0 -0.4 -0.3
0.5 -0.7 0.1
0.6 0.0 -0.7
0.0 0.6 0.7
-0.3 0.0 -0.2
0.9 -0.1 -0.1
-1.2 0.4 -1.2
0.6 -0.4 0.0
0.2 0.4 -0.1
0.2 0.4 -0.1
-0.4 0.1 0.2
0.4 -0.1 0.2
-1.0 0.2 -0.6
0.7 0.0 1.6
-0.1 -0.1 -0.7
0.0 -0.7 0.2
0.8 0.3 0.3
1.1 0.7 -0.6
-1.3 -0.5 0.0
-0.7 0.0 1.2
0.3 0.1 -0.2
0.3 0.2 -0.1
0.1 0.1 0.4
-0.4 0.5 0.0
0.0 0.2 0.1
-0.4 -0.5 0.1
0.1 -0.1 -0.2
0.2 -0.1 0.3
0.2 0.2 -0.2
0.1 -0.1 0.2
-0.1 -0.2 0.0
-0.3 -0.1 0.0
-0.1 -0.3 0.0
0.2 0.0 0.1
-0.6 0.2 -0.3
0.0 -0.3 0.2
0.3 0.0 -0.1
0.1 0.0 0.2
0.0 0.0 0.0
0.0 0.1 0.1
0.1 -0.2 -0.1
0.0 -0.2 0.2
-0.1 0.1 0.2
0.0 -0.2 0.0
0.0 0.1 -0.1
0.0 0.0 0.0
0.0 0.0 0.0
0.0 0.0 0.0
0.0 0.0 0.0
0.0 0.2 0.0
0.1 0.0 -0.2
0.2 -0.1 -0.5
0.0 0.0 0.0
0.0 -0.1 -0.1
-0.1 0.3 0.1
-0.1 0.1 -0.3
0.1 -0.4 -0.1
-0.1 0.2 0.0
-0.1 -0.1 -0.1
0.0 0.0 0.1
0.0 0.1 -0.2
0.0 0.0 0.0
0.0 0.0 0.0
0.1 -0.1 0.1
0.0 0.1 0.1
0.0 0.0 0.0
0.0 0.0 0.0
0.1 0.0 0.0
-0.2 0.1 -0.1
0.1 0.2 -0.2
0.2 -0.1 0.1
-0.1 0.1 -0.1
0.0 0.0 0.0
-0.1 0.0 0.0
0.0 0.0 0.0
0.0 0.0 0.0
0.0 0.0 0.0
0.0 -0.1 0.1
-0.1 0.0 0.0
0.0 0.0 0.0
0.1 0.0 0.2
0.1 0.0 0.0
-0.2 0.1 -0.2
0.2 0.1 -0.2
0.2 -0.1 0.1
-0.2 0.0 0.0
0.0 -0.1 0.1
0.0 0.0 0.0
0.0 0.0 0.0
0.0 0.0 0.0
0.0 0.0 0.0
0.0 -0.1 0.2
-0.2 0.0 0.1
0.0 0.0 0.0
0.0 0.0 0.0
-0.1 0.1 0.1
0.1 -0.2 -0.2
0.0 -0.2 0.2
-0.1 0.2 0.2
0.1 -0.1 -0.1
0.0 0.0 0.0
0.0 0.0 0.0
0.0 0.1 0.0
0.0 0.0 0.0
0.0 0.0 0.0
0.0 0.2 0.0
0.1 0.0 -0.2
0.0 0.0 0.0

HOMO-LUMO gap = 6.68 eV
energy = -106746.423 eV
LUMO = -4.50 eV
molecular weight = 1133.74 g/mol
E_HOMO = -0.4111 hartree
total charge = +1